(a)
This record from the Open Molecules 2025 dataset describes a 2-piece molecular cluster, C3H10NO overall. The level of theory is the ωB97M-V functional and the def2-TZVPD basis.

Summary:
* E_LUMO: -3.68 eV
* Kohn-Sham gap: 10.382 eV
* total charge: +1

XYZ file:
```
15
C3H10NO (the ωB97M-V functional and the def2-TZVPD basis)
H -0.1731 0.9230 -3.1572
H 0.3094 -0.6904 -2.6363
C 0.6916 0.2473 2.2928
H -1.0288 -0.8904 2.1706
H -0.4311 -0.4212 0.7143
N -0.1623 -0.7700 1.6409
H 1.3498 1.0505 0.4864
C -0.5439 -0.0475 -2.8504
C 1.4975 0.9868 1.5523
H 0.3031 -1.6762 1.5615
O -1.3666 0.0967 -1.6963
H -2.2872 -0.0397 -1.9270
H 2.2309 1.5541 2.1102
H 0.6660 0.2901 3.3723
H -1.0553 -0.6134 -3.6342
```



(b)
This record from the Open Molecules 2025 dataset describes a 2-piece molecular cluster, C3H10NO overall. The level of theory is the ωB97M-V functional and the def2-TZVPD basis.

Summary:
* E_LUMO: -3.50 eV
* Kohn-Sham gap: 9.667 eV
* total charge: +1

XYZ file:
```
15
C3H10NO (the ωB97M-V functional and the def2-TZVPD basis)
H 0.5388 -2.4783 0.9877
H 0.6468 1.5862 -2.3367
H -0.8301 2.4034 -0.7177
H 1.0462 -0.7594 -0.5088
C 1.0312 -1.6111 1.4161
H 1.5537 0.2857 0.7242
H -2.3173 0.9431 0.2909
H 0.4011 -1.3781 2.2735
H 0.0999 0.1909 0.5345
H -2.5896 0.0285 -1.2507
O 0.1865 0.9323 -1.7916
C -1.8869 0.5880 -0.6430
N 0.9077 -0.4515 0.4403
H 2.0859 -1.6475 1.6465
C -0.8739 1.3677 -1.0651
```



Energy relative to the most stable one, in hartree: (a) 0.0000; (b) 0.0223



(a)
This record from the Open Molecules 2025 dataset describes a 2-piece molecular cluster, C3H10NO overall. The level of theory is the ωB97M-V functional and the def2-TZVPD basis.

Summary:
* E_LUMO: -8.25 eV
* Kohn-Sham gap: 6.753 eV
* total charge: +1

XYZ file:
```
15
C3H10NO (the ωB97M-V functional and the def2-TZVPD basis)
H 0.8277 -1.1457 2.7316
H -0.9087 1.7078 -1.8476
C -0.2895 1.3365 -0.9803
H -0.9741 -0.4444 -1.9177
H -1.3840 -0.5304 1.7284
H -0.1603 -2.4556 2.0476
H 1.1884 2.4223 -1.7970
C -0.1130 -0.1063 -1.3409
H -0.8082 1.6517 -0.1040
N -0.4433 -0.4584 1.2601
H 1.1908 -1.8260 1.1591
O 0.9385 2.0432 -0.9478
H 0.8127 -0.1080 -1.9184
C 0.3677 -1.5313 1.8184
H -0.2447 -0.5554 0.1083
```



(b)
This record from the Open Molecules 2025 dataset describes an isolated ion of composition C3H10NO and charge +1. The level of theory is the ωB97M-V functional and the def2-TZVPD basis.

Summary:
* E_LUMO: -3.64 eV
* Kohn-Sham gap: 11.272 eV
* SMILES: C[C@@H]([NH3+])CO
* total charge: +1

XYZ file:
```
15
C3H10NO (the ωB97M-V functional and the def2-TZVPD basis)
H -2.1295 -0.5025 1.1456
H 1.5914 0.7635 0.4540
C -1.0601 -0.3009 1.2405
H -1.6079 1.3709 -0.5597
H -0.4315 -1.2074 -0.5976
C 1.2708 -0.2034 0.1532
H 1.7327 -1.1284 0.6718
O 1.8123 -0.3201 -1.2065
H -0.7637 -1.1525 1.9480
H -1.1154 0.5632 1.9232
H -0.0461 1.6627 -1.0958
C -0.2345 -0.2238 -0.0104
H -0.9051 0.6942 -1.8952
N -0.7735 0.8907 -0.9292
H 2.6601 -0.9064 -1.2420
```



Energy relative to the most stable one, in hartree: (a) 0.1751; (b) 0.0000



(a)
This record from the Open Molecules 2025 dataset describes a 3-piece molecular cluster, C3H13NO2S overall. The level of theory is the ωB97M-V functional and the def2-TZVPD basis.

Summary:
* E_LUMO: 0.50 eV
* Kohn-Sham gap: 9.560 eV
* SMILES: CNCCS.O.O
* total charge: 0

XYZ file:
```
20
C3H13NO2S (the ωB97M-V functional and the def2-TZVPD basis)
H 1.2947 4.6591 3.0610
H 1.7399 -1.7732 2.0226
H 0.2947 -1.6111 -2.5527
O -3.4222 2.1922 -3.7059
C 0.7253 -1.4631 1.7723
H 1.8817 -2.0173 -1.7823
H 0.9641 -3.2695 -2.3451
O 0.6635 4.7683 2.3370
H -0.7662 -2.4099 -0.6547
H -4.1458 2.7675 -3.4870
S 0.1306 -0.0881 2.7057
H -2.7058 2.3758 -3.0966
C 0.4363 -1.1852 0.2671
H 0.0638 -2.2207 2.2164
C 0.8236 -2.2995 -1.8659
H 1.2747 -0.6386 -0.1807
H 1.1459 0.7530 2.6374
N 0.2400 -2.4149 -0.5406
H -0.1261 4.4937 2.8330
H -0.5129 -0.6187 0.3590
```



(b)
This record from the Open Molecules 2025 dataset describes a 3-piece molecular cluster, C3H13NO2S overall. The level of theory is the ωB97M-V functional and the def2-TZVPD basis.

Summary:
* E_LUMO: 0.62 eV
* Kohn-Sham gap: 9.863 eV
* SMILES: C[C@H](N)CS.O.O
* total charge: 0

XYZ file:
```
20
C3H13NO2S (the ωB97M-V functional and the def2-TZVPD basis)
H 0.9580 1.9178 1.6174
C 0.2844 0.5119 -0.0334
H 1.8439 -0.9516 -0.3880
O -1.6296 -1.9390 -2.0404
H 0.3767 2.7514 0.2060
O -0.8352 -2.8401 1.4993
H -0.1397 -2.8355 0.8379
H -2.0315 1.1965 0.7831
H -0.4169 -2.6771 2.3388
C 0.2564 1.8401 0.7892
H -0.4429 -0.2195 0.2974
H -0.8887 1.2731 -1.5080
C 1.7323 0.0139 0.0861
H -1.1451 -1.2703 -2.5457
S -1.3624 1.8831 1.7128
H 0.7093 1.3780 -1.8141
H 1.9977 -0.0409 1.1426
H 2.4504 0.7237 -0.3282
H -1.7103 -1.4823 -1.1940
N -0.0070 0.7669 -1.4589
```



(c)
This record from the Open Molecules 2025 dataset describes a 3-piece molecular cluster, C3H13NO2S overall. The level of theory is the ωB97M-V functional and the def2-TZVPD basis.

Summary:
* E_LUMO: 0.49 eV
* Kohn-Sham gap: 9.381 eV
* SMILES: C[C@H](N)CS.O.O
* total charge: 0

XYZ file:
```
20
C3H13NO2S (the ωB97M-V functional and the def2-TZVPD basis)
H 1.7411 -0.5617 -1.3278
H -1.0769 0.0599 2.1466
H 2.1819 -1.5453 0.8072
H 0.2047 -1.4541 -1.5363
H -1.1449 4.6102 -2.4820
S 0.0105 -0.5197 2.4992
N 1.6286 -3.3450 0.3554
H 1.0713 -3.8880 -0.2858
H -1.8536 5.8045 -1.9056
H 1.7809 -3.7797 1.2550
H -0.7971 -1.0628 0.3932
C 1.2407 -1.5299 -1.2380
H -1.8972 3.5394 0.2304
H 1.7135 -2.2176 -1.9229
H -0.5143 -2.5085 1.3008
O -2.3819 2.9992 0.8651
O -0.9635 5.4262 -2.0333
H -2.2313 3.4713 1.6780
C 1.3055 -1.8828 0.2590
C -0.0181 -1.6156 0.9420
```



Energy relative to the most stable one, in hartree: (a) 0.0288; (b) 0.0000; (c) 0.0241



(a)
This record from the Open Molecules 2025 dataset describes an isolated ion of composition C3H12N7 and charge +1. The level of theory is the ωB97M-V functional and the def2-TZVPD basis.

Summary:
* E_LUMO: -3.46 eV
* Kohn-Sham gap: 8.766 eV
* SMILES: N/N=C/[C@H](C=[NH2+])N(N)NN
* total charge: +1

XYZ file:
```
22
C3H12N7 (the ωB97M-V functional and the def2-TZVPD basis)
H -2.0313 -1.2402 -1.7039
H -0.0329 -3.0017 -0.4915
H -0.2528 0.9706 1.7349
H -1.5734 -2.0948 1.2444
N 3.3771 0.8245 -0.0349
N -0.9855 -0.6747 0.0014
C -0.7305 1.2428 0.7604
N -0.6267 -1.6968 0.8536
N -2.1245 -0.9801 -0.7158
C -0.2243 0.4956 -0.4501
N -1.7489 2.0360 0.7142
N 2.1227 0.8736 0.3209
H 3.8035 0.8681 -0.9844
H 4.1328 1.0654 0.7155
H 1.1994 -2.4606 0.5013
H -2.7140 -0.1124 -0.5846
H -1.9936 2.3408 -0.1601
N 0.2901 -2.6304 0.3999
C 1.2984 0.4858 -0.6334
H -2.2405 2.4370 1.4683
H -0.6692 0.7957 -1.3401
H 1.7243 0.4554 -1.6158
```



(b)
This record from the Open Molecules 2025 dataset describes C3H12N7 as an isolated structure. The level of theory is the ωB97M-V functional and the def2-TZVPD basis.

Summary:
* E_LUMO: -2.54 eV
* Kohn-Sham gap: 10.617 eV
* total charge: +1

XYZ file:
```
22
C3H12N7 (the ωB97M-V functional and the def2-TZVPD basis)
N 0.7890 0.6938 0.5497
H 3.3195 0.9748 0.7574
H -0.6945 2.7906 -0.7404
H 3.7247 -0.5444 0.0653
N -0.8029 0.3689 -1.4270
H -1.1338 2.6061 0.8676
H -2.5549 -1.5880 1.4748
N -1.1553 2.2078 -0.0582
N 1.3737 -1.2977 -0.4280
H 1.1310 1.5527 0.9549
H 0.3906 -1.5934 -0.4497
N -1.3156 -1.9858 -0.1734
N -1.6581 0.0957 0.7461
C 1.7114 -0.1473 0.1450
H 2.0893 -1.9396 -0.7199
H -0.7543 1.0058 -2.1986
H -1.5650 -2.9665 -0.1316
C -1.8666 -1.2474 0.6980
C -0.9100 0.8575 -0.1656
H -1.1064 -0.5807 -1.5857
N 3.0230 0.1398 0.2836
H -2.0349 0.5972 1.5359
```



Energy relative to the most stable one, in hartree: (a) 0.2689; (b) 0.0000